ORCA calculation (ωB97M-V with the def2-TZVPD basis set) on C15H11F5N6O4RuS3 as an isolated structure.

XYZ file:
```
45
Properties=species:S:1:pos:R:3:forces:R:3:mulliken_charge:R:1
Ru 0.833 0.809 -0.534 0.032 -0.297 0.046 0.8170
S -1.291 0.091 -1.518 0.146 0.054 0.149 -0.1962
C -1.055 -0.090 -3.168 -0.246 -0.106 -0.323 0.4611
C -2.223 -0.447 -3.940 0.211 0.069 0.058 -0.2431
N -3.165 -0.733 -4.534 0.073 0.018 0.073 -0.4312
C 0.185 0.032 -3.805 -0.127 -0.105 -0.362 0.8039
S 1.619 0.407 -3.030 0.176 0.168 0.110 -0.2097
C 0.253 -0.206 -5.230 -0.054 0.028 0.153 -0.2494
N 0.319 -0.397 -6.362 0.003 0.019 0.151 -0.3833
C 0.650 -3.061 -1.220 0.011 -0.004 0.035 -0.9345
C 1.541 -2.404 -0.233 0.147 0.099 -0.066 0.0023
N 1.755 -1.103 -0.110 -0.093 -0.095 0.236 -0.0394
C 2.663 -0.929 0.916 -0.094 0.184 -0.393 0.1377
C 3.020 -2.141 1.406 -0.056 -0.178 0.091 0.1567
N 2.299 -3.049 0.669 0.039 -0.151 0.034 -0.0092
C 3.914 -2.644 2.485 0.065 -0.110 -0.133 0.5195
O 4.652 -1.758 3.116 -0.052 0.308 -0.186 -0.5216
O 3.934 -3.830 2.712 -0.008 0.090 0.036 -0.6091
C 3.035 0.456 1.296 -0.210 0.341 0.128 0.7398
O 3.855 0.656 2.178 0.223 -0.160 -0.067 -0.8203
O 2.396 1.391 0.653 -0.053 -0.382 -0.058 -0.5302
H 0.158 -2.300 -1.820 0.000 -0.001 0.004 -0.0131
H -0.112 -3.658 -0.719 0.002 0.010 0.000 0.3272
H 1.222 -3.713 -1.882 -0.001 0.006 0.022 0.3570
H 2.363 -4.045 0.827 0.012 -0.005 0.003 0.2420
H 4.493 -0.832 2.764 -0.100 -0.147 0.234 0.4394
S -0.601 -0.254 1.664 -0.134 0.102 0.026 -0.3906
C -2.189 0.314 1.838 -0.113 -0.020 0.042 0.3219
N -2.769 1.336 1.213 -0.056 0.065 -0.037 0.2272
C -4.158 1.553 1.616 0.159 -0.083 0.016 -0.5465
C -4.395 0.411 2.628 0.172 -0.031 -0.035 -0.5059
N -3.088 -0.244 2.663 -0.007 -0.010 0.070 -0.1734
H -2.286 1.914 0.548 0.082 0.102 -0.046 0.0596
H -4.826 1.488 0.760 -0.007 -0.020 -0.055 0.3091
H -4.276 2.532 2.075 0.014 0.062 0.014 0.3121
H -5.165 -0.280 2.290 -0.028 -0.040 -0.021 0.2954
H -4.673 0.789 3.609 0.013 0.003 0.043 0.3015
H -2.848 -1.025 3.246 -0.007 -0.011 -0.008 0.1913
F 0.094 3.065 0.987 -0.038 -0.102 -0.163 -0.3340
C 0.116 2.739 -0.341 0.088 0.544 0.026 0.3274
F -1.173 2.986 -0.779 -0.105 -0.032 0.074 -0.3893
C 1.022 3.812 -1.064 -0.201 -0.301 0.247 0.9221
F 1.379 4.783 -0.233 0.032 0.061 -0.070 -0.2504
F 2.137 3.231 -1.533 0.094 0.016 -0.002 -0.2381
F 0.386 4.351 -2.103 -0.004 0.043 -0.098 -0.2528
```
Positions in Å, forces in eV/Å.

Results
Kohn-Sham gap (spin up / spin down): 7.623 / 6.741 eV
Total charge: 0
Relative energy (zero: lowest compared OMol25 entry of this formula, charge and spin): 26.47 kJ/mol
Spin multiplicity: 5
HOMO (spin up / spin down): -0.3110 / -0.3566 hartree



ORCA calculation (ωB97M-V with the def2-TZVPD basis set) on a 13-piece molecular cluster, C3H30NO16 overall in a non-equilibrium geometry.

XYZ file:
```
50
Properties=species:S:1:pos:R:3:forces:R:3:mulliken_charge:R:1
C -1.014 0.058 -2.313 -1.843 -2.414 1.869 -0.4804
N -1.497 0.353 -0.886 1.169 -0.244 -0.615 0.2819
C -0.560 0.120 0.236 0.720 -0.321 -0.422 -0.5739
C -0.540 -1.361 0.772 -2.222 0.398 -0.344 0.7803
O -0.045 -1.629 1.893 1.104 0.216 -0.291 -1.0145
O -1.316 -2.115 0.129 0.664 -0.646 -0.223 -0.8350
O -1.007 1.191 -3.090 0.516 0.109 0.634 -0.5896
H -1.800 -0.698 -2.625 0.443 1.092 -0.503 0.2590
H -2.199 -0.365 -0.744 -0.242 0.216 0.061 0.3586
H 0.483 0.391 -0.058 -0.855 0.210 0.521 -0.0225
H -0.974 0.691 1.077 0.695 0.148 -0.147 0.4458
H -1.746 2.535 -0.838 0.392 -0.250 0.165 0.1505
H -0.475 3.349 -1.274 -0.594 -0.092 0.244 0.5576
O -1.466 3.331 -1.304 0.318 0.429 -0.264 -0.8008
H -0.439 -3.409 -1.314 -0.038 0.325 -0.208 0.3230
H -0.730 -3.539 -2.832 0.282 0.179 0.289 0.2937
O -0.044 -3.271 -2.199 -0.319 -0.742 0.211 -0.6629
H 3.078 -1.916 0.768 0.309 0.205 -0.420 0.3532
H 3.522 -0.802 -0.135 0.001 -0.014 0.186 0.3301
O 3.736 -1.716 0.084 0.453 -0.360 0.022 -0.7157
H 2.069 1.742 -3.503 0.231 -0.445 0.303 0.3593
H 1.853 2.493 -1.738 -0.665 0.381 0.095 0.4380
O 2.538 1.347 -2.745 -0.262 -0.046 -0.482 -0.7663
H 0.139 -1.586 -2.074 -0.438 0.796 -0.424 0.1981
H 2.062 0.505 -2.589 -0.032 0.075 -0.119 0.3327
O 0.180 -0.629 -2.333 1.405 0.806 -0.201 -0.0323
H -0.954 1.945 -2.453 -0.261 -0.235 -0.733 0.4223
H 1.383 2.686 -0.329 -0.223 0.286 0.246 0.2867
O 1.227 3.063 -1.204 0.899 -0.499 0.102 -0.7762
H -3.491 -1.501 1.568 0.400 -0.670 -0.448 0.3068
H -2.937 -2.979 1.328 0.383 0.864 -0.238 0.3406
O -3.594 -2.439 1.783 -0.875 -0.034 0.749 -0.6463
H -3.502 1.740 -0.024 -0.379 -0.278 0.609 0.3223
H -3.513 1.573 -1.436 -0.305 -0.396 -0.556 0.3516
O -4.066 1.322 -0.686 0.044 0.697 0.006 -0.6634
H 3.476 -2.132 -1.689 -0.477 0.138 -0.164 0.3925
H 2.327 -2.928 -2.254 -0.223 0.262 -0.181 0.2693
O 2.775 -2.079 -2.367 0.450 -0.471 -0.087 -0.6349
H -2.838 1.106 4.224 0.077 0.292 -0.138 0.2727
H -2.625 -0.129 3.421 0.262 -0.129 -0.328 0.3276
O -2.528 0.831 3.352 -0.376 -0.197 0.370 -0.6103
H 2.970 -0.975 2.598 0.050 0.378 -0.063 0.3036
H 1.597 -1.104 1.935 -0.154 0.593 -0.082 0.3585
O 2.406 -0.512 1.959 -0.221 -0.938 0.629 -0.6723
H 0.636 0.100 2.905 -0.928 0.150 -0.154 0.4084
H -0.541 1.214 3.148 0.449 -1.005 -0.095 0.3060
O 0.390 0.959 3.272 -0.179 1.022 0.655 -0.5969
H 1.937 1.933 4.030 0.098 -0.456 -0.711 0.3336
H 2.837 1.296 2.920 -0.626 0.047 0.180 0.3125
O 2.821 1.939 3.638 0.921 0.572 0.498 -0.6822
```
Positions in Å, forces in eV/Å.

Results
Kohn-Sham gap: 8.700 eV
Total charge: -1
Relative energy (zero: lowest compared OMol25 entry of this formula, charge and spin): 56.34 kJ/mol
HOMO: -0.2265 hartree



ORCA calculation (ωB97M-V with the def2-TZVPD basis set) on a 5-piece molecular cluster, C21H37ClNO14S overall in a non-equilibrium geometry.

XYZ file:
```
75
Properties=species:S:1:pos:R:3:forces:R:3:mulliken_charge:R:1
O -1.081 -3.192 5.256 -0.588 -0.490 -0.008 -0.5817
S -1.623 -2.877 3.977 1.111 0.653 0.861 1.1158
O -0.694 -2.437 2.980 -0.480 -0.198 -0.551 -0.5360
Cl -2.664 -4.451 3.242 -0.053 -0.146 0.203 -0.1912
C -2.898 -1.643 4.191 -0.087 0.608 -0.011 -0.9934
C -3.025 -0.779 2.950 -0.404 0.064 -0.453 -0.3316
C -3.957 -1.385 1.906 0.574 0.042 -0.563 0.0588
C -3.971 -0.649 0.557 -0.277 -0.149 0.381 -1.4787
N -2.621 -0.236 0.135 -0.065 -0.361 -0.246 0.6224
C -1.862 -1.145 -0.503 0.891 0.301 0.053 -0.5144
C -0.571 -0.823 -0.877 -0.168 -0.259 -0.002 -0.8507
C -0.054 0.430 -0.599 -0.124 0.108 0.106 -0.3669
C -0.860 1.348 0.051 -0.484 -0.017 0.277 -0.8887
C -2.145 0.986 0.411 0.397 0.144 -0.161 -0.1101
H -3.828 -2.087 4.530 -0.041 -0.329 -0.082 0.4542
H -2.530 -1.046 5.020 0.272 -0.034 0.157 0.3718
H -2.024 -0.667 2.544 0.105 0.052 -0.083 0.3134
H -3.365 0.228 3.189 -0.110 0.043 0.378 0.3383
H -3.639 -2.405 1.690 -0.127 -0.152 0.164 -0.0613
H -4.984 -1.400 2.254 -0.163 -0.186 0.155 0.4679
H -4.633 0.209 0.582 0.180 0.358 -0.026 0.4940
H -4.348 -1.319 -0.207 -0.077 -0.024 -0.160 0.4332
H -2.261 -2.127 -0.701 -0.361 -0.089 0.002 0.7395
H 0.023 -1.566 -1.385 0.030 -0.113 -0.034 0.5978
H 0.953 0.704 -0.868 0.141 0.001 -0.092 0.6051
H -0.515 2.334 0.312 0.134 0.142 -0.092 0.6610
H -2.804 1.665 0.924 -0.182 0.035 0.033 0.5637
C -1.867 -5.684 -4.266 0.000 -0.018 -0.254 -0.6093
O -1.602 -6.249 -2.978 -0.061 0.049 0.060 -0.3437
C -2.147 -5.595 -1.962 0.260 -0.260 -0.032 0.8156
O -2.814 -4.591 -2.036 -0.021 0.279 0.036 -0.5775
O -1.822 -6.224 -0.834 -0.100 0.070 -0.103 -0.3650
C -2.380 -5.627 0.333 -0.030 -0.113 0.123 -0.5813
H -1.363 -6.319 -4.988 0.039 -0.067 0.099 0.2292
H -2.935 -5.680 -4.471 -0.012 0.071 0.055 0.2998
H -1.466 -4.674 -4.332 -0.060 0.033 0.045 0.2648
H -3.468 -5.659 0.293 0.001 0.096 -0.014 0.3648
H -2.035 -4.600 0.439 -0.012 0.039 -0.021 0.1704
H -2.031 -6.208 1.180 0.111 -0.105 -0.109 0.3620
C -2.558 0.184 -3.427 0.195 -0.216 -0.198 -0.3752
O -3.639 0.623 -4.237 0.018 0.024 -0.038 -0.3337
C -4.015 1.880 -3.975 -0.122 -0.010 -0.048 0.7670
O -3.531 2.584 -3.124 0.009 -0.001 0.088 -0.5574
O -5.006 2.198 -4.791 0.004 -0.007 -0.022 -0.3365
C -5.518 3.527 -4.624 -0.142 0.183 -0.064 -0.6263
H -2.345 -0.844 -3.710 -0.137 0.003 -0.086 0.3408
H -1.671 0.793 -3.601 -0.024 0.065 0.100 0.3469
H -2.839 0.223 -2.380 -0.010 0.138 0.074 -0.0158
H -4.741 4.263 -4.818 0.043 -0.020 0.082 0.3006
H -5.921 3.658 -3.623 0.086 0.003 0.036 0.2964
H -6.314 3.641 -5.353 0.024 -0.123 -0.040 0.2248
C 2.501 6.087 -1.447 -0.048 0.156 -0.142 -0.6232
O 3.255 5.612 -0.327 -0.009 0.015 -0.011 -0.3296
C 3.043 4.343 -0.010 0.117 0.091 0.041 0.8469
O 2.286 3.590 -0.576 -0.170 -0.161 0.029 -0.5603
O 3.807 4.040 1.034 0.008 -0.016 0.015 -0.3168
C 3.696 2.691 1.492 0.097 -0.195 0.168 -0.5621
H 2.778 7.127 -1.584 0.078 -0.011 0.100 0.2259
H 2.751 5.524 -2.344 -0.051 -0.071 0.027 0.2893
H 1.433 6.020 -1.246 0.000 -0.086 -0.017 0.2860
H 3.999 1.996 0.712 -0.089 0.005 -0.046 0.2732
H 2.678 2.479 1.816 -0.026 -0.006 -0.085 0.2740
H 4.371 2.588 2.337 0.062 0.139 -0.034 0.2006
C 8.975 0.002 4.216 0.062 -0.126 0.170 -0.6228
O 9.291 0.673 2.993 0.018 -0.003 -0.002 -0.3352
C 8.292 1.383 2.481 0.091 -0.032 -0.024 0.8045
O 7.187 1.493 2.949 -0.072 -0.009 0.009 -0.5476
O 8.717 1.951 1.353 0.006 0.001 0.012 -0.3117
C 7.731 2.753 0.709 -0.116 0.188 -0.198 -0.5823
H 9.873 -0.530 4.514 0.057 0.046 -0.103 0.2225
H 8.706 0.720 4.989 -0.087 0.009 -0.035 0.2952
H 8.165 -0.709 4.066 -0.064 0.068 0.004 0.2915
H 7.423 3.575 1.353 -0.076 -0.055 0.038 0.2899
H 6.868 2.147 0.436 -0.044 0.029 0.069 0.2274
H 8.184 3.157 -0.192 0.151 -0.090 0.040 0.2710
```
Positions in Å, forces in eV/Å.

Results
Kohn-Sham gap: 8.479 eV
Total charge: +1
HOMO: -0.4555 hartree



ORCA calculation (ωB97M-V with the def2-TZVPD basis set) on one molecule with the formula C3H2O3.

XYZ file:
```
8
Properties=species:S:1:pos:R:3:forces:R:3:mulliken_charge:R:1
O -1.561 0.308 1.171 0.437 0.113 0.082 -0.2874
C -0.332 0.619 0.907 -0.204 0.101 0.040 -0.3279
C 0.085 0.442 -0.494 0.048 0.371 -0.177 0.7130
O -0.052 1.307 -1.339 -0.018 -0.435 0.320 -0.5261
C 0.981 -0.771 -0.733 0.086 -0.451 0.233 0.0577
O 1.066 -1.658 0.080 -0.067 0.424 -0.438 -0.4443
H -1.704 0.519 2.109 -0.217 -0.099 -0.129 0.4543
H 1.517 -0.768 -1.701 -0.065 -0.023 0.069 0.3606
```
Positions in Å, forces in eV/Å.

Results
Kohn-Sham gap: 8.557 eV
Total charge: 0
Relative energy (zero: lowest compared OMol25 entry of this formula, charge and spin): 334.55 kJ/mol
HOMO: -0.3404 hartree



Calculated DFT total energy, -2996.5415 -1391.0211 -2788.6769 -341.1094 hartree (same order as the records).